ORCA calculation (ωB97M-V/def2-TZVPD) on a 8-piece molecular cluster, C22H64N12O9 overall in a non-equilibrium geometry.

E: -2210.4212 a.u.
frontier orbital gap (spin up / spin down): 7.374 / 1.741 eV
HOMO energy (spin up / spin down): -0.366 / -0.366 Eh

Geometry as ORCA input:
```
! RIJCOSX wB97M-V def2-TZVPD def2/J DEFGRID3
* xyz 1 2
C 4.070 -2.723 2.370
O 4.368 -1.582 2.356
N 4.827 -3.710 2.713
N 3.105 -3.119 1.625
H 5.737 -3.465 3.078
H 4.563 -4.665 2.516
H 2.730 -4.054 1.560
H 2.661 -2.300 1.234
C 2.982 -0.202 -6.488
O 3.857 -0.518 -5.748
N 1.920 0.407 -6.145
N 2.897 -0.650 -7.732
H 1.028 0.349 -6.614
H 2.038 0.700 -5.185
H 3.695 -1.174 -8.059
H 2.191 -0.244 -8.330
C 4.655 -4.262 -4.495
O 4.966 -5.314 -3.986
N 5.384 -3.237 -4.722
N 3.460 -4.003 -4.922
H 6.349 -3.217 -4.425
H 4.862 -2.529 -5.218
H 3.052 -3.079 -4.954
H 2.897 -4.799 -4.657
C 3.313 1.157 -2.575
O 2.312 1.361 -3.294
N 4.039 0.121 -2.664
N 3.836 1.910 -1.622
H 4.059 -0.258 -3.600
H 4.734 0.034 -1.937
H 3.468 2.835 -1.448
H 4.537 1.502 -1.021
C -5.688 -3.810 -0.715
O -5.425 -2.575 -0.005
C -6.382 -2.033 0.906
C -7.631 -1.462 0.278
N -7.387 -0.639 -0.888
C -6.589 0.561 -0.659
C -6.448 1.565 -1.786
O -5.831 0.960 -2.966
C -4.492 0.706 -2.802
H -6.554 -3.796 -1.376
H -5.667 -4.690 -0.072
H -4.812 -3.951 -1.349
H -5.755 -1.334 1.460
H -6.621 -2.706 1.730
H -8.102 -1.010 1.151
H -8.269 -2.265 -0.089
H -6.762 -1.145 -1.499
H -5.583 0.197 -0.450
H -7.091 1.094 0.149
H -5.822 2.386 -1.437
H -7.410 1.971 -2.097
H -3.831 1.486 -2.425
H -4.046 0.424 -3.756
H -4.327 -0.178 -2.186
C -2.215 4.114 6.391
C -1.419 3.615 5.186
C -1.047 4.578 4.046
O -0.494 3.816 2.984
C -0.413 4.388 1.665
N -0.291 2.777 5.641
H -3.264 4.171 6.101
H -1.999 5.165 6.583
H -2.197 3.531 7.312
H -2.084 2.975 4.606
H -0.382 5.406 4.289
H -1.939 5.125 3.742
H -0.149 3.666 0.892
H 0.257 5.248 1.647
H -1.462 4.629 1.495
H -0.602 1.960 6.147
H 0.410 2.674 4.922
C 3.216 2.538 2.074
C 2.848 2.022 3.508
C 1.731 0.983 3.396
O 1.549 0.309 4.644
C 2.184 -0.960 4.752
N 4.043 1.285 4.022
H 2.371 3.155 1.769
H 3.395 1.809 1.284
H 3.922 3.349 2.254
H 2.561 2.834 4.176
H 1.880 0.206 2.647
H 0.823 1.507 3.099
H 1.607 -1.625 4.110
H 2.065 -1.306 5.779
H 3.244 -0.904 4.505
H 3.637 0.734 4.765
H 4.270 0.617 3.299
C 1.336 -2.759 -1.624
C 0.185 -1.720 -1.853
C 0.087 -0.781 -0.667
O -0.911 0.218 -1.017
C -1.284 0.981 0.079
N 0.449 -1.078 -3.128
H 1.050 -3.637 -1.046
H 2.164 -2.373 -1.029
H 1.739 -3.140 -2.563
H -0.742 -2.247 -2.079
H 1.060 -0.327 -0.477
H -0.162 -1.263 0.278
H -0.751 1.931 0.036
H -0.921 0.626 1.043
H -2.368 1.051 -0.007
H -0.287 -0.446 -3.407
H 1.233 -0.455 -2.995
*
```



ORCA calculation (ωB97M-V/def2-TZVPD) on an isolated ion of composition C4H13N2S and charge +1 in a non-equilibrium geometry.

E: -667.6221 a.u.
energy relative to the best compared isomer or geometry (same formula, charge and spin): 151.5 kJ/mol
frontier orbital gap: 8.657 eV
SMILES: [NH3+]CCNCCS
HOMO energy: -0.447 Eh

Geometry as ORCA input:
```
! RIJCOSX wB97M-V def2-TZVPD def2/J DEFGRID3
* xyz 1 1
C -1.144 -0.888 -0.024
N -1.025 0.546 -0.080
C 0.237 1.229 -0.538
C 0.931 0.471 -1.697
S 2.482 1.184 -2.242
C -0.157 -1.412 1.001
N -0.347 -0.561 2.265
H -0.934 -1.361 -1.039
H -2.207 -1.186 0.202
H -1.826 1.096 -0.318
H 1.058 1.337 0.368
H -0.020 2.301 -0.732
H 1.300 -0.466 -1.333
H 0.184 0.325 -2.484
H 1.979 2.404 -2.596
H 0.864 -1.337 0.598
H -0.231 -2.533 1.114
H 0.510 -0.639 2.840
H -1.164 -0.875 2.886
H -0.488 0.365 1.807
*
```



ORCA calculation (ωB97M-V/def2-TZVPD) on a 2-piece molecular cluster, C3H6F2OS overall in a non-equilibrium geometry.

E: -790.7375 a.u.
energy relative to the best compared isomer or geometry (same formula, charge and spin): 356.7 kJ/mol
frontier orbital gap (spin up / spin down): 6.881 / 6.386 eV
HOMO energy (spin up / spin down): -0.250 / -0.373 Eh

Geometry as ORCA input:
```
! RIJCOSX wB97M-V def2-TZVPD def2/J DEFGRID3
* xyz 0 3
C -1.734 -0.877 -0.326
C 1.251 -0.295 1.193
C 0.687 0.516 0.061
O -1.602 1.712 -0.066
F 1.028 -0.730 -1.506
F 1.228 1.691 -0.135
S -0.977 0.549 -0.604
H -2.715 -0.721 -0.380
H -1.254 -1.609 -0.889
H 1.427 0.383 2.125
H 0.732 -1.054 1.604
H 2.322 -0.618 0.812
H -0.392 1.053 -1.888
*
```



ORCA calculation (ωB97M-V/def2-TZVPD) on C11H20N2OS3V as an isolated structure.

E: -2753.9189 a.u.
frontier orbital gap (spin up / spin down): 8.281 / 8.514 eV
HOMO energy (spin up / spin down): -0.555 / -0.558 Eh

Geometry as ORCA input:
```
! RIJCOSX wB97M-V def2-TZVPD def2/J DEFGRID3
* xyz 2 4
V 1.175 -0.510 -0.421
C 1.894 1.324 2.233
C 2.404 2.192 1.090
S 1.526 1.897 -0.480
C 2.858 1.993 -1.705
C 4.047 1.061 -1.477
S 3.624 -0.607 -0.855
C 4.374 -0.615 0.819
C 3.447 -1.106 1.921
S 1.756 -0.459 1.931
H 2.521 1.464 3.115
H 0.888 1.623 2.530
H 2.268 3.241 1.353
H 3.465 2.038 0.916
H 2.358 1.773 -2.650
H 3.201 3.025 -1.778
H 4.584 0.930 -2.415
H 4.758 1.479 -0.767
H 5.252 -1.258 0.776
H 4.719 0.396 1.017
H 3.301 -2.187 1.860
H 3.900 -0.916 2.895
N -0.852 -0.763 -0.409
C -2.010 -0.917 -0.400
N -3.276 -1.101 -0.400
C -4.184 -0.471 0.607
C -5.463 -0.074 -0.102
O -6.019 -1.185 -0.771
C -5.187 -1.623 -1.823
C -3.883 -2.161 -1.272
H -3.668 0.385 1.037
H -4.373 -1.216 1.381
H -5.280 0.746 -0.807
H -6.194 0.264 0.631
H -5.005 -0.808 -2.533
H -5.714 -2.419 -2.347
H -3.168 -2.399 -2.057
H -4.046 -3.038 -0.644
*
```



no.,M (g/mol)
1,640.8
2,121.2
3,128.1
4,343.4